# C21H30ClN3O4PSTeTi

A structure of composition C21H30ClN3O4PSTeTi in a non-equilibrium geometry (wB97M-V/def2-TZVPD, the Open Molecules 2025 dataset).

The value obtained for the relative energy (zero: lowest compared OMol25 entry of this formula, charge and spin) is 40.86 kJ/mol. As for the expectation value of S²: 0.77. Its spin multiplicity is 2. The LUMO energy (spin up / spin down) comes out at -0.146 / -0.856 eV. As for the HOMO-LUMO gap (spin up / spin down): 0.22828 / 0.24813 Ha. The HOMO energy (spin up / spin down) comes out at -6.3579 / -7.6080 eV. For the molecular weight, the calculation gives 662.4 g/mol.

Each line ends with the Mulliken charge.
Positions of all 63 atoms, in Å:
Ti1 0.28362 -0.52569 0.26112  0.253
C1 3.01872 1.36861 3.06583  -1.792
C2 1.83247 0.88971 2.29979  0.526
N1 1.91437 0.05378 1.26548  1.227
N2 3.16796 -0.28945 0.77350  -1.170
C3 2.97784 -0.85824 -0.37033  0.400
O1 1.76446 -1.00611 -0.85769  -0.532
C4 4.11369 -1.32825 -1.19170  0.343
C5 3.88059 -1.74196 -2.49765  -0.228
C6 4.93784 -2.16892 -3.28942  -0.820
C7 6.22589 -2.18899 -2.77468  -0.362
C8 6.45782 -1.78430 -1.46444  -0.692
C9 5.40557 -1.35489 -0.67288  -0.356
C10 0.50172 1.28975 2.56923  0.651
C11 0.12879 2.12937 3.63978  -1.159
C12 -1.17942 2.48170 3.80187  -0.555
C13 -2.14433 1.99199 2.89656  -0.946
C14 -1.74188 1.17148 1.88276  -0.600
N3 -0.44674 0.81334 1.69240  0.946
H1 3.92250 1.19998 2.48770  0.420
H2 3.12205 0.83347 4.01415  0.287
H3 2.93127 2.43211 3.29144  0.418
H4 2.86869 -1.73629 -2.87967  0.445
H5 4.75295 -2.49005 -4.30626  0.395
H6 7.05038 -2.52467 -3.39098  0.383
H7 7.46157 -1.80681 -1.05910  0.389
H8 5.56945 -1.03592 0.34777  0.451
H9 0.89158 2.48107 4.31991  0.449
H10 -1.47083 3.12623 4.62077  0.433
H11 -3.19068 2.24433 2.99170  0.485
H12 -2.45475 0.76854 1.17517  0.599
Cl1 0.08338 -3.33062 0.22608  -0.201
C15 -0.06345 -2.11041 1.57106  -0.524
H13 0.68781 -2.34871 2.31690  0.503
H14 -1.06697 -2.19901 1.98197  0.307
C16 -3.64227 -3.60219 0.39095  -1.151
C17 -4.04161 -2.15749 0.22971  -0.559
O2 -2.86595 -1.35047 -0.01778  0.027
P1 -2.43126 -0.73979 -1.42811  -0.733
O3 -0.89550 -0.62836 -1.22736  0.267
Te1 -3.26256 -1.84861 -3.27644  -0.202
O4 -2.85808 0.79436 -1.33571  -0.051
C18 -4.11036 1.35154 -1.78298  -0.352
C19 -5.01076 1.58927 -0.59299  -0.965
H15 -4.52319 -4.20236 0.62803  0.403
H16 -2.91583 -3.71525 1.19632  0.240
H17 -3.20132 -3.98020 -0.53049  0.250
H18 -4.47965 -1.75111 1.14198  0.319
H19 -4.75051 -2.02878 -0.58954  0.452
H20 -4.56862 0.68226 -2.51054  0.292
H21 -3.85561 2.28189 -2.28891  0.309
H22 -5.24356 0.64957 -0.08819  0.166
H23 -5.95134 2.03674 -0.91955  0.445
H24 -4.54141 2.26296 0.12566  0.215
C20 -0.29897 3.21357 -0.71249  -0.520
S1 0.98637 2.01745 -1.09626  0.225
C21 0.54140 1.64598 -2.79532  -0.540
H25 -0.21849 4.08363 -1.36335  0.458
H26 -0.15199 3.53044 0.32019  0.279
H27 -1.28573 2.75941 -0.81225  -0.195
H28 -0.51719 1.40081 -2.86284  -0.073
H29 1.11872 0.77281 -3.09403  0.143
H30 0.78131 2.48580 -3.44585  0.480